Computed, not measured: one molecule with the formula C22H22ClNO2, with the ωB97M-V functional and the def2-TZVPD basis.

```
! RIJCOSX wB97M-V def2-TZVPD def2/J DEFGRID3
* xyz 0 1
C -6.300 -3.105 -0.556
O -6.258 -1.968 0.269
C -5.226 -1.088 0.113
C -4.187 -1.229 -0.799
C -3.194 -0.266 -0.869
C -3.211 0.848 -0.042
C -2.083 1.847 -0.067
N -1.094 1.613 0.982
C -0.327 0.391 0.828
C 0.776 0.547 -0.246
O 0.175 0.292 -1.510
C 1.338 1.957 -0.144
C 2.069 2.314 0.983
C 2.584 3.589 1.109
C 2.378 4.526 0.109
C 1.652 4.177 -1.015
C 1.135 2.899 -1.140
C 1.900 -0.472 -0.067
C 1.698 -1.710 0.529
C 2.722 -2.638 0.608
C 3.963 -2.334 0.075
Cl 5.247 -3.487 0.175
C 4.182 -1.114 -0.544
C 3.150 -0.197 -0.616
C -4.252 0.977 0.873
C -5.248 0.028 0.950
H -7.199 -3.648 -0.265
H -6.370 -2.833 -1.614
H -5.426 -3.748 -0.403
H -4.138 -2.081 -1.461
H -2.390 -0.381 -1.581
H -1.565 1.801 -1.023
H -2.467 2.860 0.082
H -1.569 1.595 1.879
H -0.954 -0.469 0.549
H 0.158 0.186 1.784
H 0.865 0.309 -2.183
H 2.240 1.584 1.761
H 3.150 3.855 1.990
H 2.781 5.523 0.207
H 1.485 4.901 -1.799
H 0.561 2.639 -2.018
H 0.734 -1.967 0.936
H 2.556 -3.594 1.078
H 5.148 -0.886 -0.966
H 3.327 0.754 -1.097
H -4.283 1.837 1.528
H -6.062 0.126 1.651
*
```

Properties
- HOMO (eV) = -8.25
- Kohn-Sham gap (hartree) = 0.32749
- total energy (hartree) = -1516.9520
- largest force on an atom (eV Å⁻¹) = 0.56
- ΔE to the lowest compared entry with this formula, charge and spin (kcal/mol) = 39.3
- SMILES string = COc1ccc(CNC[C@@](O)(c2ccccc2)c2ccc(Cl)cc2)cc1

Results of the Mulliken charge analysis, in e, for atoms 1 through 2: atom 1 (C): -0.83, atom 2 (O): -0.46



Computed, not measured: C22H22CoF3NSbSeSi as an isolated structure at a distorted geometry, with the ωB97M-V functional and the def2-TZVPD basis.

```
! RIJCOSX wB97M-V def2-TZVPD def2/J DEFGRID3
* xyz 0 5
Co 10.247 8.424 5.829
F 12.850 13.260 11.139
C 12.860 12.224 10.322
C 13.817 11.183 10.548
C 13.722 10.072 9.752
C 12.758 10.063 8.680
C 11.939 11.148 8.411
C 12.029 12.273 9.238
Sb 12.357 8.393 7.337
C 14.350 7.909 6.498
C 14.500 7.233 5.324
C 15.715 6.895 4.822
C 16.797 7.296 5.526
F 18.046 7.060 5.005
C 16.710 8.000 6.709
C 15.458 8.396 7.138
C 12.515 6.916 8.818
C 13.302 5.826 8.613
C 13.488 4.852 9.591
C 12.711 4.871 10.765
F 12.710 3.870 11.611
C 11.927 5.980 11.012
C 11.953 7.005 10.073
H 14.474 11.264 11.364
H 14.406 9.252 9.963
H 11.278 11.238 7.579
H 11.500 13.208 9.043
H 13.651 6.868 4.772
H 15.813 6.257 3.936
H 17.615 8.323 7.208
H 15.487 9.108 7.963
H 13.730 5.672 7.606
H 14.141 3.998 9.353
H 11.392 6.194 11.939
H 11.419 7.896 10.456
C 8.235 4.756 5.214
Si 8.527 5.803 6.636
C 9.575 4.793 7.786
C 7.019 6.748 7.208
H 7.529 4.031 5.586
H 9.053 4.130 4.862
H 7.865 5.183 4.295
H 9.018 4.033 8.313
H 10.205 5.167 8.540
H 10.255 4.415 6.986
H 6.160 6.119 7.434
H 6.713 7.312 6.312
H 7.288 7.538 7.933
Se 10.025 12.758 5.228
C 9.556 11.032 5.102
N 9.210 9.839 5.234
H 9.719 6.959 6.377
*
```

Properties
- HOMO (alpha / beta) (eV) = -4.78 / -8.27
- Kohn-Sham gap (alpha / beta) (hartree) = 0.18661 / 0.25933
- total energy (hartree) = -5519.6259
- largest force on an atom (eV Å⁻¹) = 6.17
- expectation value of S² = 6.013

Results of the Mulliken charge analysis, in e, for atoms 1 through 2: atom 1 (Co): -0.49, atom 2 (F): -0.31



Computed, not measured: C22H22IMoN6O2S as an isolated structure at a distorted geometry, with the ωB97M-V functional and the def2-TZVPD basis.

```
! RIJCOSX wB97M-V def2-TZVPD def2/J DEFGRID3
* xyz 3 3
Mo 10.014 10.008 8.178
C 15.209 10.103 9.638
C 14.153 9.058 9.828
N 14.557 7.794 9.821
C 13.688 6.830 10.152
C 12.316 7.043 10.385
C 11.626 5.816 10.914
O 10.240 5.902 10.773
C 11.801 8.363 10.258
C 10.418 8.714 10.337
N 9.811 9.938 10.053
C 8.794 10.761 10.653
C 7.548 10.108 10.967
C 6.552 10.730 11.659
C 6.760 11.965 12.303
C 8.027 12.513 12.289
C 9.018 12.009 11.333
I 10.656 13.347 11.071
C 12.793 9.475 10.306
O 12.597 10.626 10.720
H 15.756 10.070 8.696
H 14.692 11.088 9.689
H 16.054 10.137 10.400
H 14.022 5.785 10.218
H 12.031 4.929 10.340
H 12.010 5.618 11.986
H 9.771 5.042 10.933
H 9.701 7.894 10.501
H 7.432 9.093 10.594
H 5.574 10.279 11.657
H 5.869 12.515 12.725
H 8.275 13.354 12.951
C 12.430 10.633 4.724
C 11.644 9.970 5.786
N 11.520 10.600 6.968
N 11.652 11.973 7.037
C 10.486 12.638 7.037
N 10.380 13.984 6.790
S 8.992 11.735 6.944
C 11.128 8.633 5.837
C 11.141 7.649 4.817
C 10.748 6.388 5.114
C 10.457 6.045 6.500
C 10.293 7.066 7.414
N 10.584 8.321 7.071
H 11.793 11.141 3.962
H 12.807 9.799 4.152
H 13.234 11.247 5.135
H 12.522 12.448 7.307
H 11.248 14.443 7.038
H 9.507 14.432 7.013
H 11.475 7.895 3.842
H 10.527 5.721 4.286
H 10.313 5.020 6.780
H 9.987 6.804 8.390
*
```

Properties
- HOMO (alpha / beta) (eV) = -16.25 / -16.25
- Kohn-Sham gap (alpha / beta) (hartree) = 0.17782 / 0.15059
- total energy (hartree) = -2093.4452
- largest force on an atom (eV Å⁻¹) = 3.74
- expectation value of S² = 2.031

Results of the Mulliken charge analysis, in e, for atoms 1 through 2: atom 1 (Mo): 0.24, atom 2 (C): -1.16



Computed, not measured: C22H22IO6S5Y as an isolated structure at a distorted geometry, with the ωB97M-V functional and the def2-TZVPD basis.

```
! RIJCOSX wB97M-V def2-TZVPD def2/J DEFGRID3
* xyz 0 1
Y 1.249 0.220 0.186
C -3.056 -3.779 1.263
C -3.458 -3.354 -0.143
S -2.419 -2.027 -0.873
C -3.562 -0.605 -0.811
C -3.963 -0.255 0.603
S -2.447 0.135 1.588
C -3.029 -0.420 3.225
C -2.833 -1.900 3.478
S -4.021 -3.004 2.621
H -2.003 -3.581 1.451
H -3.249 -4.848 1.375
H -4.492 -3.021 -0.176
H -3.346 -4.204 -0.817
H -4.434 -0.838 -1.426
H -2.995 0.212 -1.263
H -4.471 -1.083 1.094
H -4.614 0.622 0.600
H -4.073 -0.127 3.331
H -2.410 0.148 3.922
H -2.995 -2.094 4.540
H -1.828 -2.210 3.200
O 3.333 0.255 0.919
S 3.455 1.735 1.005
O 4.769 2.208 0.689
O 2.360 2.278 0.176
C 3.034 2.429 2.615
C 3.959 3.315 3.147
C 3.597 4.198 4.152
C 2.292 4.210 4.619
C 1.384 3.283 4.132
C 1.752 2.395 3.133
S 0.488 1.233 2.606
O -0.500 1.206 3.647
O 1.132 -0.082 2.374
O -0.009 1.677 1.280
H 4.950 3.303 2.726
H 4.326 4.888 4.551
H 1.978 4.936 5.356
H 0.373 3.221 4.502
I 1.930 1.078 -2.648
C 1.948 -1.041 -3.203
C 2.443 -1.327 -4.449
C 2.393 -2.642 -4.930
C 1.847 -3.616 -4.148
C 1.392 -3.339 -2.842
C 0.885 -4.382 -2.043
C 0.524 -4.142 -0.751
C 0.633 -2.850 -0.213
C 1.055 -1.746 -0.946
C 1.448 -2.011 -2.302
H 2.848 -0.539 -5.062
H 2.763 -2.860 -5.919
H 1.765 -4.628 -4.517
H 0.800 -5.370 -2.473
H 0.156 -4.946 -0.128
H 0.357 -2.716 0.832
*
```

Properties
- HOMO (eV) = -8.00
- Kohn-Sham gap (hartree) = 0.29389
- total energy (hartree) = -3630.0328
- largest force on an atom (eV Å⁻¹) = 1.98
- ΔE to the lowest compared entry with this formula, charge and spin (kcal/mol) = 51.1

Results of the Mulliken charge analysis, in e, for atoms 1 through 2: atom 1 (Y): 1.38, atom 2 (C): -0.19



Computed, not measured: C22H22MgN7OSe as an isolated structure, with the ωB97M-V functional and the def2-TZVPD basis.

```
! RIJCOSX wB97M-V def2-TZVPD def2/J DEFGRID3
* xyz 1 1
Mg -0.059 -2.069 -0.648
N -1.232 -0.912 -4.427
C -2.123 -0.020 -3.871
C -1.890 -0.043 -2.531
N -0.872 -0.921 -2.264
C -0.501 -1.431 -3.422
C 0.525 -2.463 -3.445
N 0.945 -2.980 -2.305
C 1.915 -3.895 -2.628
C 2.070 -3.932 -3.978
N 1.180 -3.011 -4.485
H -1.186 -1.155 -5.402
H -2.826 0.531 -4.469
H -2.376 0.509 -1.746
H 2.426 -4.471 -1.876
H 2.715 -4.513 -4.611
H 1.072 -2.784 -5.459
C 1.670 2.797 2.784
N 1.383 1.381 2.622
N 1.234 0.855 1.355
C 1.487 -0.484 1.390
O 1.328 -1.232 0.382
C 1.898 -0.781 2.710
C 1.839 0.387 3.423
C 2.201 0.641 4.844
C 0.646 1.589 0.285
C -0.579 2.215 0.462
C -1.109 2.962 -0.580
C -0.433 3.054 -1.789
C 0.779 2.399 -1.961
C 1.332 1.671 -0.919
H 0.916 3.392 2.278
H 2.659 3.045 2.395
H 1.627 3.020 3.846
H 2.160 -1.757 3.077
H 2.426 -0.302 5.335
H 1.382 1.122 5.380
H 3.081 1.281 4.918
H -1.107 2.123 1.403
H -2.055 3.470 -0.443
H -0.848 3.642 -2.597
H 1.311 2.477 -2.900
H 2.288 1.175 -1.025
Se -1.963 -3.228 0.444
C -2.282 -1.563 1.345
C -1.557 -1.206 2.482
C -1.826 -0.001 3.111
N -2.753 0.865 2.701
C -3.460 0.510 1.628
C -3.264 -0.668 0.923
H -0.805 -1.873 2.882
H -1.271 0.279 4.001
H -4.229 1.207 1.311
H -3.885 -0.901 0.067
*
```

Properties
- HOMO (eV) = -10.08
- Kohn-Sham gap (hartree) = 0.27509
- total energy (hartree) = -3911.5710
- largest force on an atom (eV Å⁻¹) = 0.16

Results of the Mulliken charge analysis, in e, for atoms 1 through 2: atom 1 (Mg): 0.75, atom 2 (N): -0.07



Computed, not measured: one molecule with the formula C22H22N2O3S at a distorted geometry, with the ωB97M-V functional and the def2-TZVPD basis.

```
! RIJCOSX wB97M-V def2-TZVPD def2/J DEFGRID3
* xyz 0 1
C -2.236 -2.274 1.566
S -2.851 -2.402 -0.143
O -2.052 -3.365 -0.840
O -4.263 -2.628 -0.110
N -2.615 -0.864 -0.779
C -3.782 -0.130 -1.229
C -4.325 0.849 -0.217
C -4.557 2.175 -0.557
C -5.053 3.065 0.380
C -5.320 2.637 1.669
C -5.106 1.313 2.011
C -4.616 0.423 1.073
C -1.360 -0.270 -0.726
C -0.216 -1.060 -0.581
C 1.038 -0.485 -0.531
C 1.194 0.896 -0.618
C 2.517 1.576 -0.539
O 2.657 2.677 -0.041
N 3.545 0.886 -1.089
C 4.917 1.338 -1.009
C 5.738 0.438 -0.122
C 5.322 0.199 1.183
C 6.050 -0.637 2.008
C 7.205 -1.242 1.539
C 7.626 -1.008 0.242
C 6.892 -0.175 -0.586
C 0.053 1.682 -0.742
C -1.203 1.116 -0.804
H -1.985 -1.243 1.778
H -1.367 -2.910 1.665
H -3.033 -2.618 2.212
H -4.541 -0.890 -1.430
H -3.538 0.379 -2.167
H -4.356 2.515 -1.564
H -5.230 4.093 0.103
H -5.702 3.332 2.402
H -5.329 0.971 3.012
H -4.479 -0.618 1.322
H -0.312 -2.131 -0.543
H 1.896 -1.128 -0.396
H 3.379 -0.024 -1.485
H 4.875 2.349 -0.591
H 5.350 1.384 -2.014
H 4.425 0.679 1.547
H 5.720 -0.815 3.021
H 7.776 -1.894 2.184
H 8.525 -1.477 -0.129
H 7.224 0.005 -1.600
H 0.169 2.754 -0.788
H -2.062 1.758 -0.896
*
```

Properties
- HOMO (eV) = -8.74
- Kohn-Sham gap (hartree) = 0.34309
- total energy (hartree) = -1584.9725
- largest force on an atom (eV Å⁻¹) = 1.01
- ΔE to the lowest compared entry with this formula, charge and spin (kcal/mol) = 15.4
- SMILES string = CS(=O)(=O)N(Cc1ccccc1)c1ccc(C(=O)NCc2ccccc2)cc1

Results of the Mulliken charge analysis, in e, for atoms 1 through 2: atom 1 (C): -1.03, atom 2 (S): 1.24